# C39H51AsN3OSSi4TcTe

C39H51AsN3OSSi4TcTe as an isolated structure (ωB97M-V with the def2-TZVPD basis set, the Open Molecules 2025 dataset).

Summary:
E_LUMO (alpha / beta)   -4.633 / -3.887 eV
Kohn-Sham gap (alpha / beta)   5.3 / 6.3 eV
Max |F|   0.045 Eh/bohr
Relative energy (zero: lowest compared OMol25 entry of this formula, charge and spin)   93.5 kJ/mol
E_HOMO (alpha / beta)   -9.93 / -10.15 eV
Electronic energy   -160464.1046 eV

```
! RIJCOSX wB97M-V def2-TZVPD def2/J DEFGRID3
* xyz 1 2
Tc -0.07190 -0.15860 -0.36430
O 2.03050 1.05290 2.91120
C 1.20560 0.90680 2.01770
N 1.43700 0.45980 0.77770
C 2.73470 -0.09130 0.49980
C 2.78610 -0.58460 -0.91210
C 3.99040 -0.91450 -1.51660
C 3.99700 -1.37090 -2.82190
C 2.79010 -1.43510 -3.50740
C 1.63490 -1.07790 -2.84930
N 1.61300 -0.69700 -1.56260
C -0.25020 1.20110 2.21120
C -0.72840 1.73360 3.39920
C -2.09090 1.90950 3.56230
C -2.92960 1.59060 2.49740
C -2.37650 1.08550 1.34200
N -1.06780 0.84900 1.19750
H 2.93270 -0.94310 1.17510
H 3.52560 0.64830 0.68970
H 4.90270 -0.80760 -0.95070
H 4.92090 -1.65710 -3.29600
H 2.74390 -1.75730 -4.53360
H 0.67600 -1.08920 -3.35870
H -0.00370 1.98210 4.16060
H -2.49180 2.28010 4.49220
H -3.99820 1.72560 2.55610
H -2.99720 0.84490 0.48520
S 0.13110 -2.09930 1.11580
C -1.13550 -3.24880 0.79420
C -1.29880 -4.35080 1.63400
C -2.28300 -5.27790 1.35710
C -3.09280 -5.14040 0.23750
C -2.93560 -4.04490 -0.59040
C -1.97800 -3.08300 -0.30450
As -1.85200 -1.47220 -1.33480
C -1.90500 -2.32260 -3.09130
C -0.86850 -3.22130 -3.34040
C -0.85260 -3.97440 -4.49930
C -1.87240 -3.82800 -5.42660
C -2.90830 -2.94120 -5.18580
C -2.93190 -2.19340 -4.01790
C -3.68920 -0.82230 -1.16840
C -4.12710 0.26090 -1.92900
C -5.38270 0.80330 -1.71770
C -6.20940 0.27820 -0.73840
C -5.78590 -0.79910 0.02010
C -4.52780 -1.33640 -0.18360
H -0.66590 -4.46520 2.50390
H -2.43160 -6.11380 2.02270
H -3.86050 -5.86910 0.02990
H -3.57550 -3.90460 -1.45720
H -0.08030 -3.34230 -2.59750
H -0.05560 -4.68270 -4.67560
H -1.86670 -4.42020 -6.32870
H -3.70860 -2.83720 -5.90260
H -3.76160 -1.52400 -3.81840
H -3.46370 0.69060 -2.67790
H -5.71550 1.63790 -2.31060
H -7.18170 0.71040 -0.56810
H -6.43250 -1.22040 0.77500
H -4.19130 -2.15700 0.43930
C 0.99260 3.33680 -5.45090
Si -0.06540 4.58260 -4.45640
C 1.02020 5.31200 -3.06700
C -0.60900 6.01750 -5.60400
Si -1.97560 3.34590 -3.51140
Te -0.57160 1.72360 -2.00980
Si -3.06700 2.13920 -5.35560
C -3.23960 3.44620 -6.73730
C -4.82100 1.36350 -5.21070
C -1.85840 0.71790 -5.78800
Si -3.24590 4.93400 -2.16010
C -2.00210 5.86600 -1.04850
C -4.64520 4.29200 -1.01910
C -4.04860 6.08050 -3.45860
H 1.96340 3.74660 -5.71080
H 0.51140 3.03730 -6.37500
H 1.15760 2.44800 -4.84750
H 1.98220 5.65010 -3.43810
H 1.19710 4.55480 -2.30990
H 0.54600 6.15850 -2.58680
H 0.25160 6.45140 -6.10500
H -1.08830 6.81160 -5.04240
H -1.30220 5.69310 -6.37060
H -3.78680 4.30820 -6.37140
H -3.78010 3.06420 -7.59780
H -2.27530 3.79310 -7.08640
H -5.54540 2.08060 -4.83910
H -4.85500 0.48730 -4.57160
H -5.16210 1.05800 -6.19760
H -0.88940 1.10950 -6.07210
H -2.20700 0.08660 -6.59860
H -1.71130 0.07930 -4.91830
H -1.30290 5.16900 -0.59620
H -2.49120 6.41190 -0.24750
H -1.42770 6.58160 -1.62390
H -4.33290 3.43790 -0.42690
H -5.52580 4.00390 -1.58300
H -4.94580 5.07680 -0.32870
H -3.30990 6.50010 -4.13020
H -4.57300 6.90620 -2.98910
H -4.76920 5.54150 -4.06320
*
```



# C39H51BrN7O4PbSi3

C39H51BrN7O4PbSi3 as an isolated structure (ωB97M-V with the def2-TZVPD basis set, the Open Molecules 2025 dataset).

Summary:
E_LUMO   0.558 eV
Kohn-Sham gap   6.3 eV
Max |F|   0.015 Eh/bohr
Relative energy (zero: lowest compared OMol25 entry of this formula, charge and spin)   0.0 kJ/mol
E_HOMO   -5.69 eV
Electronic energy   -158820.5436 eV

```
! RIJCOSX wB97M-V def2-TZVPD def2/J DEFGRID3
* xyz -1 1
Pb 0.72039 0.01565 -0.36967
N -1.23096 -1.56733 -1.77095
C -0.98069 -2.74963 -2.61030
C 0.25262 -3.50335 -2.12660
C 1.52005 -2.68079 -2.33409
O 2.10464 -2.77991 -3.42331
O 1.83877 -1.86785 -1.38511
H -1.29621 -1.83647 -0.78909
H -2.12645 -1.14968 -2.00032
H -0.80823 -2.41358 -3.63517
H -1.83358 -3.43491 -2.62335
H 0.34111 -4.42281 -2.70268
H 0.14490 -3.74225 -1.06538
C 1.66471 -0.11890 3.17448
Si 3.33208 -0.08275 2.39688
C 4.27656 1.29774 3.24399
C 4.17693 -1.74502 2.55540
N 3.15662 0.29893 0.66194
C 4.10802 0.55416 -0.13966
C 5.52664 0.47336 0.26844
C 6.52664 0.82213 -0.53674
C 6.27361 1.28510 -1.90125
C 5.04055 1.31084 -2.39722
C 3.85161 0.93751 -1.60185
N 2.68160 0.93277 -2.08587
Si 2.30154 1.05225 -3.81994
C 2.49103 2.84196 -4.35377
C 3.36265 -0.06835 -4.86048
C 0.53409 0.52716 -4.11808
H 1.76464 -0.31862 4.24751
H 1.00294 -0.87332 2.72813
H 1.16418 0.84813 3.03840
H 4.18998 1.18214 4.32869
H 3.81336 2.25450 2.97326
H 5.33896 1.35619 2.99080
H 3.93371 -2.20174 3.51995
H 5.26717 -1.68442 2.47304
H 3.81674 -2.41028 1.76032
H 5.74116 0.11930 1.26552
H 7.54698 0.76164 -0.18081
H 7.10759 1.59795 -2.51637
H 4.87821 1.64411 -3.41220
H 3.54084 3.14710 -4.42885
H 1.99661 3.52207 -3.64951
H 2.03093 2.98360 -5.33834
H 4.42829 0.17917 -4.85401
H 3.00734 -0.03788 -5.89538
H 3.23548 -1.09156 -4.48135
H -0.13329 1.38306 -4.26465
H 0.13671 -0.08688 -3.29914
H 0.51037 -0.08740 -5.02444
C -1.89067 -0.49908 4.43255
C -2.31980 -1.74975 3.64686
C -1.36126 -2.90644 3.96270
C -3.73392 -2.15789 4.08683
Si -2.23423 -1.34782 1.78158
O -0.75800 -1.10056 1.23577
C -3.39970 0.12774 1.50296
C -2.80995 1.35498 1.17168
C -3.56655 2.51373 1.02506
C -4.94186 2.47324 1.20719
C -5.55377 1.26809 1.53824
C -4.79071 0.11480 1.68528
C -2.95550 -2.84490 0.83292
C -2.13638 -3.97572 0.68526
C -2.52311 -5.06591 -0.08563
C -3.75004 -5.05420 -0.73952
C -4.57427 -3.94228 -0.62442
C -4.17649 -2.85324 0.14724
H -1.96341 -0.68406 5.51401
H -2.52699 0.35973 4.19850
H -0.85915 -0.21444 4.20261
H -1.33012 -3.08871 5.04589
H -0.34229 -2.68976 3.62559
H -1.68613 -3.83376 3.47798
H -3.70978 -2.51914 5.12547
H -4.14249 -2.96312 3.46164
H -4.42315 -1.30925 4.05250
H -1.73227 1.40656 1.05935
H -3.07651 3.45341 0.78621
H -5.53431 3.37523 1.10422
H -6.62624 1.22996 1.69649
H -5.29624 -0.80935 1.94884
H -1.15912 -3.98328 1.16452
H -1.86317 -5.92048 -0.18736
H -4.05639 -5.90188 -1.34101
H -5.52644 -3.92022 -1.14261
H -4.82496 -1.98438 0.19465
Br -2.88477 5.45570 -4.26095
C -2.13703 4.09022 -3.18455
C -0.93645 4.30628 -2.53613
C -0.41728 3.25968 -1.78610
N -1.02704 2.07976 -1.65641
C -2.19623 1.90908 -2.27147
C -2.79483 2.88005 -3.05821
H -0.42013 5.25535 -2.60135
H 0.52857 3.37879 -1.26238
H -2.68623 0.95075 -2.13223
H -3.73731 2.69652 -3.55494
O 0.41499 2.11691 1.26556
N 1.02237 3.21136 1.10690
C 0.76652 4.13260 2.01504
C -0.12840 3.93090 3.12742
N -0.83522 3.77656 4.02475
C 1.42023 5.40508 1.87397
N 1.93352 6.43366 1.78027
*
```



# C39H51F9O39

A 13-piece molecular cluster, C39H51F9O39 overall (ωB97M-V with the def2-TZVPD basis set, the Open Molecules 2025 dataset).

Summary:
E_LUMO   -0.061 eV
Kohn-Sham gap   10.3 eV
Max |F|   0.157 Eh/bohr
Relative energy (zero: lowest compared OMol25 entry of this formula, charge and spin)   0.0 kJ/mol
E_HOMO   -10.33 eV
Electronic energy   -145576.3699 eV

```
! RIJCOSX wB97M-V def2-TZVPD def2/J DEFGRID3
* xyz 0 1
C 3.90590 1.28012 -1.31123
C 5.44466 1.21178 -1.40032
O 5.85999 2.08838 -0.44881
C 4.90645 2.06943 0.53367
O 5.05020 2.41052 1.73540
O 3.82337 1.43816 0.08928
F 5.78833 1.63426 -2.61184
H 3.47767 0.31493 -1.58162
H 3.53640 2.10970 -1.91405
H 5.92634 0.24755 -1.23797
C 2.33569 -3.26674 0.51594
C 1.45219 -4.45964 0.19565
O 1.24957 -5.09375 1.38936
C 2.24996 -4.80510 2.21926
O 2.52876 -5.46559 3.24231
O 2.93218 -3.80074 1.74241
F 2.19873 -5.27161 -0.52335
H 1.67492 -2.45882 0.83015
H 2.96408 -2.89435 -0.29310
H 0.51530 -4.26010 -0.32448
C -0.70047 2.63705 3.04943
C -0.35093 3.71925 2.10121
O -1.45459 3.66142 1.24838
C -2.49720 3.26683 2.05389
O -3.71051 3.12946 1.67869
O -2.03542 2.89697 3.17215
F 0.70245 3.36540 1.48010
H -0.18639 2.77192 4.00108
H -0.53211 1.65904 2.59860
H -0.22448 4.69969 2.56039
C -0.13269 4.04213 -2.86595
C 1.06043 3.87816 -1.87087
O 2.14273 4.33107 -2.70661
C 1.82213 4.10562 -3.94102
O 2.56344 4.25713 -4.87428
O 0.46532 3.88557 -4.11534
F 1.21429 2.59929 -1.58938
H -0.79305 4.90186 -2.75235
H -0.75850 3.16630 -2.69456
H 0.94428 4.45299 -0.95208
C 2.89606 4.44914 3.11309
C 4.23364 4.60325 3.63865
O 4.36567 3.79252 4.73797
C 3.33680 2.86811 4.74052
O 3.09649 2.12815 5.64997
O 2.54249 3.12950 3.66358
F 4.31431 5.84283 4.09665
H 2.86468 4.45366 2.02356
H 2.24380 5.17561 3.59774
H 4.97636 4.41972 2.86226
C 0.68890 -1.39358 -5.12209
C 1.22943 -0.25193 -4.27245
O 1.59282 -0.97515 -3.08075
C 0.78695 -2.07128 -2.98277
O 0.58588 -2.81875 -2.02956
O 0.12375 -2.23874 -4.16157
F 0.31091 0.63315 -4.00306
H 1.57490 -1.87650 -5.53427
H 0.06849 -1.03752 -5.94452
H 2.10648 0.32621 -4.56339
C -2.95074 -0.98200 -6.36513
C -4.37974 -0.59442 -6.13154
O -4.26982 0.66121 -5.56051
C -3.08418 0.84094 -5.03546
O -2.70740 1.84506 -4.42418
O -2.23792 -0.19462 -5.41336
F -4.80624 -1.44732 -5.18658
H -2.63530 -0.90754 -7.40582
H -2.74905 -2.02441 -6.11851
H -5.05375 -0.67113 -6.98472
C -2.42264 -3.76595 -2.60695
C -3.81735 -3.78159 -3.28143
O -4.50762 -4.76977 -2.59810
C -3.73567 -5.29371 -1.62039
O -4.11931 -6.09827 -0.71177
O -2.42404 -4.88476 -1.81813
F -3.50408 -4.18071 -4.55051
H -2.35437 -2.83457 -2.04484
H -1.58770 -3.83804 -3.30392
H -4.39835 -2.86557 -3.17441
C -0.93980 -2.75095 6.38285
C -1.27499 -3.22045 4.96983
O -0.00883 -2.98070 4.30128
C 0.96013 -2.99665 5.17104
O 2.10216 -2.73546 4.90504
O 0.44130 -3.10252 6.45462
F -2.28608 -2.63374 4.34537
H -1.50274 -3.10997 7.24443
H -1.06854 -1.66859 6.38727
H -1.60677 -4.25779 4.92545
C -5.90349 6.28684 1.18231
O -4.95878 5.65243 0.40431
C -5.35455 4.53636 -0.35797
O -6.42214 3.97186 -0.22303
O -4.34944 4.25347 -1.16245
C -4.17261 2.90867 -1.56078
H -5.72764 7.35584 1.30243
H -5.80466 5.99869 2.22887
H -6.88643 6.03634 0.78334
H -4.71061 2.66102 -2.47583
H -4.68747 2.17708 -0.93803
H -3.12026 2.74547 -1.79318
C 1.69404 0.04901 2.24408
O 1.23346 0.32302 0.95827
C -0.00229 -0.07850 0.64036
O -0.68322 -0.85671 1.26347
O -0.23360 0.35249 -0.61524
C -1.63990 0.37114 -0.96489
H 1.12428 0.61260 2.98289
H 2.70832 0.44762 2.22283
H 1.70426 -1.00086 2.53692
H -2.17182 1.11571 -0.37263
H -2.06133 -0.60510 -0.72519
H -1.87828 0.66666 -1.98663
C 5.30121 -0.74291 3.44969
O 4.73599 -0.87710 2.11361
C 5.47106 -1.35725 0.99019
O 4.95909 -1.74563 -0.05237
O 6.79488 -1.45158 1.32686
C 7.64817 -1.76147 0.28186
H 6.10248 -0.00490 3.41226
H 5.57067 -1.73620 3.80868
H 4.55682 -0.32153 4.12529
H 7.62787 -2.84578 0.17255
H 8.71137 -1.57133 0.42867
H 7.31674 -1.29532 -0.64602
C -6.02401 -2.35921 -0.01755
O -4.60849 -2.55714 0.05308
C -4.00155 -2.89354 1.21413
O -4.58062 -2.93620 2.30350
O -2.75968 -3.31451 0.88009
C -2.02843 -4.24164 1.70461
H -6.23964 -2.43881 -1.08303
H -6.38335 -1.45863 0.48039
H -6.66241 -3.16493 0.34486
H -1.76398 -5.04719 1.01960
H -2.65770 -4.57392 2.53027
H -1.15116 -3.65440 1.97600
*
```



# C39H51FN5S8SbSeSi3Ti

C39H51FN5S8SbSeSi3Ti as an isolated structure (ωB97M-V with the def2-TZVPD basis set, the Open Molecules 2025 dataset).

Summary:
E_LUMO   3.570 eV
Kohn-Sham gap   5.7 eV
Max |F|   0.024 Eh/bohr
Relative energy (zero: lowest compared OMol25 entry of this formula, charge and spin)   76.1 kJ/mol
E_HOMO   -2.11 eV
Electronic energy   -256761.0423 eV

```
! RIJCOSX wB97M-V def2-TZVPD def2/J DEFGRID3
* xyz -2 1
Ti -0.43690 -0.35212 -1.67278
S -2.19380 1.44429 -1.16731
C -1.34553 2.87701 -0.68616
C -2.04038 4.07495 -0.51863
C -1.40984 5.22043 -0.04608
C -2.14999 6.41698 0.16544
N -2.74904 7.38274 0.34959
C -0.03185 5.17861 0.25311
C 0.67253 3.99369 0.06488
C 0.03771 2.83919 -0.38567
S 0.91747 1.33789 -0.45972
C 0.62639 6.31773 0.79461
N 1.16290 7.22637 1.25521
H -3.09728 4.09665 -0.74988
H 1.72971 3.95567 0.29368
S 4.80385 -5.48822 -3.60081
C 3.61724 -4.42724 -3.15900
S 3.63582 -3.53131 -1.68392
C 2.11510 -2.68199 -1.90033
C 1.45481 -2.94133 -3.04858
S -0.03703 -2.24149 -3.47704
S 2.22212 -4.09675 -4.12723
S 1.50960 -1.57881 -0.70240
C 0.29793 -0.07614 5.49993
Si 1.96678 0.44793 4.74352
C 3.20357 0.19058 6.17438
C 1.86907 2.33685 4.51124
Sb 1.80586 -0.52529 2.36010
Si 2.15838 -2.98001 3.10228
C 2.99098 -4.09724 1.82091
C 3.06484 -3.31194 4.75053
C 0.41616 -3.69720 3.37706
Si 4.26343 0.11340 1.77800
C 4.31516 1.94498 1.26903
C 5.48697 -0.01306 3.24611
C 5.00881 -0.85837 0.33140
H 0.13373 0.33492 6.49885
H 0.23844 -1.16534 5.56748
H -0.52016 0.25745 4.85808
H 2.87920 0.73948 7.06099
H 4.20531 0.53498 5.91407
H 3.27982 -0.86402 6.44341
H 1.48803 2.85548 5.39366
H 1.20922 2.57013 3.67254
H 2.85286 2.75052 4.27721
H 4.04589 -3.84950 1.69044
H 2.50434 -3.96400 0.85626
H 2.91739 -5.15273 2.08996
H 4.08133 -2.91442 4.74380
H 3.12347 -4.38545 4.94388
H 2.53154 -2.84843 5.58241
H -0.22837 -3.47565 2.52454
H -0.05191 -3.25933 4.26225
H 0.44212 -4.78124 3.51240
H 3.92749 2.58751 2.06282
H 3.70229 2.10260 0.38116
H 5.33291 2.26930 1.03898
H 5.38494 0.86128 3.89160
H 6.51967 -0.05024 2.89264
H 5.30321 -0.90045 3.85377
H 4.41075 -0.68982 -0.56533
H 5.01673 -1.93287 0.51862
H 6.03186 -0.54085 0.11715
C -3.28903 3.39115 -8.37548
C -2.58487 2.81978 -7.17168
C -2.35296 1.45844 -7.04807
C -1.63013 0.92758 -5.98455
C -1.43528 -0.55109 -5.90550
C -1.10314 1.78931 -5.00929
Se 0.15745 1.16494 -3.67379
C -1.40224 3.15979 -5.07418
C -0.95414 4.13150 -4.01750
C -2.13200 3.64521 -6.15462
H -3.59354 2.59842 -9.05906
H -2.62394 4.06865 -8.91590
H -4.17480 3.95927 -8.08325
H -2.72999 0.78405 -7.81095
H -1.85629 -1.05756 -6.77538
H -1.91396 -0.94665 -5.00814
H -0.37556 -0.79077 -5.83291
H -0.73080 3.60575 -3.09343
H -1.73192 4.87243 -3.82426
H -0.04537 4.65210 -4.32929
H -2.33478 4.71148 -6.20484
F -5.25559 -4.26943 -1.87861
C -4.24272 -3.35913 -1.78952
C -4.39970 -2.12167 -2.37020
C -3.34932 -1.21017 -2.28311
C -2.15137 -1.51155 -1.63156
C -2.04379 -2.79564 -1.07889
C -3.07742 -3.71636 -1.14293
H -5.32267 -1.87426 -2.87937
H -3.48638 -0.24219 -2.75681
H -1.11965 -3.10417 -0.60794
H -2.97647 -4.70571 -0.71413
C -5.49315 -2.78053 2.33304
C -4.02332 -3.04321 2.66564
C -3.13509 -1.90841 2.28920
N -2.10292 -2.00852 1.54378
N -1.41010 -0.86119 1.34476
C -1.91659 0.14358 2.00227
N -1.30715 1.33773 2.14401
S -3.37548 -0.26559 2.88782
H -6.10797 -3.62804 2.63813
H -5.61182 -2.63573 1.25911
H -5.85116 -1.88799 2.84803
H -3.66686 -3.92345 2.13020
H -3.91839 -3.23457 3.73791
H -0.56419 1.48671 1.46653
H -1.87704 2.13893 2.35560
*
```



> Among the records above, which one has the lowest electronic energy?

C39H51FN5S8SbSeSi3Ti



> Number 3 is which compound?

C39H51F9O39